Arrangement 1

The following is a quantum chemistry calculation of a molecular structure, CH8N2O, from OMol25.

CARTESIAN COORDINATES (ANGSTROEM)
N: -0.347 -1.002 -0.345
C: -1.778 -0.361 0.855
O: -1.893 -1.177 1.772
H: -0.721 -1.466 -1.149
H: 0.043 -1.657 0.333
H: -1.294 0.616 1.032
H: -2.541 -0.336 0.061
N: 1.857 1.297 -0.635
H: 0.424 -0.391 -0.645
H: 2.784 1.226 -1.020
H: 1.571 2.262 -0.596
H: 1.895 0.989 0.337

Gap between HOMO and LUMO (eV): 9.1
HOMO level (eV): -8.439
M (Da): 64.09
Charge: 0

---

Arrangement 2

The following is a quantum chemistry calculation of 2 unconnected molecules or ions with the total composition CH8N2O, from OMol25.

CARTESIAN COORDINATES (ANGSTROEM)
N: 2.190 0.606 0.292
C: 0.770 0.405 0.691
N: -0.112 0.187 -0.433
H: 2.731 -0.035 0.857
H: 2.566 1.506 0.560
H: 0.533 1.273 1.311
H: 0.745 -0.505 1.289
H: 0.156 -0.709 -0.826
H: 0.169 0.831 -1.174
O: -2.634 -1.138 -0.453
H: -2.933 -0.872 -1.322
H: -1.797 -0.640 -0.342

SMILES string: NCN.O
Gap between HOMO and LUMO (eV): 11.0
HOMO level (eV): -10.060
M (Da): 64.09
Charge: 0

---

What is the most stable structure shown above? It is arrangement 2.